# 1
15
Properties=species:S:1:pos:R:3:forces:R:3:lowdin_charge:R:1 method="wB97M-V/def2-TZVPD" smiles=C1Cc2nn[nH]c2C1 lumo_energy_ev=0.89 spin_multiplicity=1 max_force_ha_per_bohr=0.079 de_lowest_kj_mol=237.8 homo_ha=-0.3373
C 1.44506 -0.08213 -0.32244 3.084 1.156 0.599 -0.2034
C 0.77446 -1.36007 0.15907 -0.912 1.584 -0.375 -0.0932
C -0.60451 -0.81926 0.02005 -2.260 0.865 0.087 -0.2572
N -1.88717 -1.26693 -0.04302 0.890 -3.571 -0.489 0.0306
N -2.70664 -0.33227 -0.11223 -2.174 0.351 0.117 -0.0519
N -2.07464 0.81814 -0.07453 4.010 -0.126 0.615 0.0641
C -0.69317 0.53528 0.09687 -1.559 -0.073 -0.218 -0.1845
C 0.65006 1.15629 0.12369 -0.295 0.757 0.010 -0.1204
H 1.52745 -0.07568 -1.38898 -0.244 -0.206 -0.797 0.1060
H 2.50586 0.03849 0.02117 -0.718 -0.317 -0.128 0.1218
H 1.12065 -2.18254 -0.41862 -0.230 -0.862 -0.356 0.1080
H 0.87284 -1.51056 1.20494 0.780 -0.482 1.026 0.1080
H -2.58834 1.61194 0.19338 -0.506 1.069 0.044 0.1288
H 0.61672 2.00950 -0.57977 0.817 -0.308 0.374 0.1211
H 1.04136 1.45979 1.12041 -0.683 0.162 -0.507 0.1223

---

# 2
18
Properties=species:S:1:pos:R:3:forces:R:3:lowdin_charge:R:1 method="wB97M-V/def2-TZVPD" smiles=CCC(C#N)CC lumo_energy_ev=0.92 spin_multiplicity=1 max_force_ha_per_bohr=0.083 de_lowest_kj_mol=68.1 homo_ha=-0.4076
C -2.56621 0.20077 0.01689 -0.148 0.036 0.052 -0.1036
C -1.28153 -0.54605 -0.30470 -0.076 -0.059 -0.177 -0.2365
C -0.03238 0.06586 0.31750 0.817 -0.502 -0.171 -0.3262
C 0.23431 1.42139 -0.16546 -1.978 1.712 -0.137 -0.2315
N 0.12945 2.52550 -0.49954 0.652 -0.987 0.142 0.1750
C 1.26911 -0.71813 -0.00637 -2.114 0.123 0.411 -0.2618
C 2.45374 0.14169 0.13417 3.371 -2.579 -0.188 -0.1421
H -3.42195 -0.29962 -0.44454 0.063 0.098 0.057 0.0728
H -2.53323 1.23265 -0.34653 0.026 -0.149 0.001 0.0720
H -2.74314 0.23880 1.09682 0.023 -0.030 -0.090 0.0772
H -1.33959 -1.58316 0.05236 -0.004 0.160 -0.033 0.1190
H -1.13650 -0.59860 -1.38917 -0.030 0.005 0.074 0.1192
H -0.18009 0.13565 1.40931 0.227 0.011 -0.293 0.1585
H 1.34902 -1.55883 0.67908 -0.075 -0.190 -0.047 0.1160
H 1.25622 -1.10822 -1.02772 -0.343 -0.010 0.063 0.1226
H 2.69205 0.47055 1.13620 -0.346 0.451 0.226 0.0806
H 3.18824 -0.73914 -0.01835 0.117 1.939 -0.007 0.1091
H 2.62930 0.90156 -0.62351 -0.182 -0.029 0.116 0.0796

---

# 3
45
Properties=species:S:1:pos:R:3:forces:R:3:lowdin_spin:R:1 method="wB97M-V/def2-TZVPD" total_charge=-1 lumo_energy_ev="2.49 / 2.68" spin_multiplicity=4 max_force_ha_per_bohr=0.096 de_lowest_kj_mol=31.9 homo_ha="-0.2216 / -0.2336"
Cr 21.83171 11.28566 16.27315 0.416 0.912 -1.080 2.7591
B 23.81564 10.40366 16.16618 0.406 -0.175 -0.808 0.0447
H 24.79745 9.96932 16.27409 3.288 -1.433 0.647 -0.0030
H 23.83253 11.03989 15.29488 0.193 1.738 -3.268 0.0141
H 23.03895 9.65892 16.08646 -2.623 -3.225 -0.449 0.0089
H 23.57776 11.01818 17.02059 -0.309 2.196 3.435 0.0061
B 21.11717 10.64746 18.12082 -0.524 -0.498 1.585 0.0485
H 22.07887 10.19660 17.93084 3.286 -1.824 -0.308 0.0118
H 20.75230 10.27406 19.06510 -1.520 -1.711 3.124 0.0100
H 21.26175 11.70951 18.24488 0.520 4.020 0.301 0.0134
H 20.45851 10.45116 17.28902 -2.823 -0.790 -2.804 0.0026
B 20.78131 10.19462 14.71096 -0.973 -0.501 -0.178 0.0421
H 21.67194 10.77289 14.51955 3.576 2.348 -1.404 -0.0010
H 21.04412 9.46132 15.45758 0.567 -2.792 2.856 0.0141
H 20.00870 10.86540 15.05356 -3.128 2.187 1.183 0.0117
H 20.47775 9.64593 13.83287 -0.715 -1.645 -3.303 0.0001
B 22.96594 13.20524 16.07316 1.542 1.311 0.333 0.0024
H 22.61881 12.81031 17.01538 -1.551 -0.571 4.167 0.0086
H 24.02388 12.99352 16.08626 3.607 -0.530 -0.251 0.0025
H 22.43745 12.65787 15.30809 -2.103 -2.640 -3.636 -0.0114
H 22.80306 14.22741 15.76839 -1.211 3.814 -0.548 -0.0019
C 18.42188 7.83144 20.55159 0.511 0.600 -0.826 0.0002
O 17.77133 6.79633 19.81195 -0.530 0.163 0.768 0.0001
H 17.76843 8.49400 21.11915 -0.763 -0.707 0.059 0.0000
H 19.17964 7.45709 21.23989 0.082 -0.159 -0.093 0.0000
H 18.85954 8.54698 19.85549 0.531 -0.122 -0.046 0.0003
H 18.29163 6.55569 19.04189 0.203 0.260 0.119 0.0000
C 25.41535 7.15796 16.48905 -0.630 1.098 -1.501 -0.0001
O 24.47187 7.69392 17.38415 0.578 -1.550 1.378 0.0024
H 25.93435 6.26067 16.82609 -0.414 0.102 0.532 0.0000
H 24.92554 6.95729 15.53620 -0.303 -0.705 -0.160 0.0001
H 26.16357 7.85782 16.11695 0.420 0.463 0.684 -0.0002
H 24.10151 8.54967 17.15581 0.403 0.218 -0.766 0.0014
C 20.02392 13.88805 17.16599 0.066 1.164 -0.960 0.0010
O 20.17676 12.80594 16.22534 -0.257 0.524 1.086 0.0083
H 19.04041 13.87759 17.63577 0.193 -0.417 0.420 0.0005
H 20.86557 14.03762 17.84227 -0.224 -0.868 0.046 0.0000
H 20.04495 14.79084 16.55555 -0.045 0.326 0.003 0.0000
H 19.39504 12.88935 15.67438 0.203 -0.691 -0.425 0.0010
C 21.03596 11.72386 21.82555 -1.656 -0.667 -0.079 0.0002
O 20.68165 12.51679 20.69204 0.964 0.606 0.852 0.0005
H 21.25809 12.30754 22.71889 0.081 0.502 -0.423 0.0000
H 20.12602 11.16814 22.05203 -0.104 -0.281 0.552 0.0000
H 21.79265 10.94400 21.73995 0.470 0.335 -0.743 0.0000
H 20.26533 11.96936 20.02226 0.295 -0.383 -0.074 0.0006

---

# 4
79
Properties=species:S:1:pos:R:3:forces:R:3:lowdin_spin:R:1 method="wB97M-V/def2-TZVPD" total_charge=+3 lumo_energy_ev="-7.24 / -11.58" spin_multiplicity=6 max_force_ha_per_bohr=0.179 de_lowest_kj_mol=590.8 homo_ha="-0.5103 / -0.5928"
Ru 0.12397 0.05663 0.52490 -3.365 0.703 -1.720 2.5063
P 1.77687 1.04763 1.75800 4.803 2.153 1.846 0.1660
P -0.81733 1.78073 -0.68160 -1.502 3.297 -2.279 0.1300
P 1.50537 -0.45807 -1.26080 2.965 -0.953 -3.006 0.1384
H -1.67323 -2.16257 0.52490 0.082 0.664 0.137 0.0273
C -0.65173 -1.95627 0.19970 1.323 -1.777 1.992 0.1876
C 0.41117 -1.98057 1.19440 -1.428 -3.311 -1.632 0.1727
H 0.15417 -2.18867 2.22930 -0.264 0.530 -0.439 0.0074
C 1.53927 1.45323 3.55320 2.844 3.646 -1.404 0.0146
C 2.58977 2.64823 1.27600 -0.294 -0.069 -0.126 0.0510
C 3.29587 0.00383 1.96970 -0.472 -0.248 -0.310 0.0127
C -2.18923 1.41743 -1.88740 0.173 -0.734 0.327 0.0433
C -1.62383 3.21383 0.18770 0.166 -0.443 0.538 0.0442
C 0.21547 2.83893 -1.81100 0.214 -0.459 0.235 -0.0067
C 2.41947 -2.06747 -1.23610 -0.240 0.137 0.113 0.0200
C 2.92927 0.61203 -1.77170 -0.207 0.095 0.179 0.0373
C 0.68047 -0.67157 -2.90370 -0.249 0.134 0.219 0.0220
H -0.46633 -2.41467 -0.77370 0.241 0.580 -0.001 0.0205
H 1.36057 -2.44037 0.93400 -0.046 0.345 -0.130 0.0078
H 1.12867 0.58323 4.07410 4.066 1.382 1.936 0.0000
H 0.83937 2.28573 3.65730 0.210 -0.198 0.147 0.0006
H 2.49067 1.73273 4.02150 -0.136 -0.190 0.192 0.0035
H 1.83947 3.44513 1.29790 0.121 -0.003 0.002 0.0003
H 2.97777 2.57723 0.25710 0.006 0.001 0.104 0.0004
H 3.41167 2.91433 1.95300 -0.201 -0.136 -0.127 0.0082
H 3.00087 -0.93967 2.43760 0.208 0.157 -0.071 0.0004
H 4.05327 0.49923 2.58950 -0.285 0.002 -0.142 0.0036
H 3.73317 -0.22997 0.99570 -0.012 0.031 0.140 0.0002
H -2.54903 2.32353 -2.39110 0.287 -0.089 0.301 0.0061
H -3.02033 0.94383 -1.35970 0.010 0.072 -0.043 0.0008
H -1.83083 0.70713 -2.63640 -0.079 0.081 0.023 -0.0001
H -1.98673 3.95323 -0.53550 0.193 -0.288 0.006 0.0062
H -0.89183 3.69013 0.84730 -0.124 0.041 -0.095 -0.0001
H -2.46793 2.88253 0.79620 0.075 -0.009 -0.041 0.0004
H -0.39373 3.63133 -2.26080 0.034 -0.222 0.215 -0.0007
H 0.65297 2.24433 -2.61580 -0.032 0.133 0.080 -0.0001
H 1.02757 3.29553 -1.23840 -0.066 0.023 -0.105 -0.0001
H 2.97947 -2.18327 -2.17010 -0.085 0.047 0.175 0.0048
H 1.72017 -2.90107 -1.13440 0.145 0.013 -0.058 0.0002
H 3.11577 -2.09467 -0.39420 -0.019 -0.025 -0.124 0.0002
H 3.38077 0.23503 -2.69630 -0.115 0.014 0.179 0.0066
H 3.68897 0.60713 -0.98550 -0.052 -0.006 -0.142 0.0000
H 2.60587 1.64193 -1.92640 0.109 -0.091 -0.023 0.0001
H 1.38247 -1.05117 -3.65480 -0.017 0.060 0.246 0.0046
H 0.27197 0.27893 -3.25300 0.050 -0.098 -0.017 0.0000
H -0.14703 -1.37627 -2.78750 0.030 0.012 -0.088 0.0003
C -2.49363 -0.82027 -6.60800 0.515 2.930 -0.003 0.2061
C -3.61113 -1.35457 -7.25610 -1.358 -1.395 -0.724 0.1083
C -3.81443 -2.73457 -7.25870 -0.664 1.731 -0.569 0.0408
C -2.91173 -3.58417 -6.62000 0.014 -0.336 0.022 0.2738
C -1.79843 -3.03907 -5.97550 1.102 1.383 0.585 0.0407
C -1.58313 -1.66347 -5.96500 0.834 -1.786 0.706 0.1159
O -2.23833 0.53043 -6.57050 -0.610 -2.927 -0.039 0.2032
H -2.94363 0.99263 -7.05140 0.033 0.246 -0.071 0.0002
H -4.31753 -0.69377 -7.75570 0.090 -0.149 0.051 0.0016
H -4.68483 -3.14297 -7.76430 0.135 0.085 0.065 -0.0013
H -3.07263 -4.65757 -6.62380 0.016 0.107 -0.014 0.0106
H -1.08823 -3.69087 -5.47440 -0.112 0.101 -0.118 -0.0016
H -0.72163 -1.22927 -5.46740 -0.100 -0.069 -0.117 0.0022
C 1.36437 -2.26067 4.25080 0.629 -0.374 0.674 0.0009
N 0.45237 -1.17237 4.60820 -0.548 1.870 -1.930 0.0095
C -0.04813 -1.38907 5.96230 -0.517 -0.037 1.051 0.0018
C 0.12397 0.05663 3.79580 -7.716 -3.831 3.302 0.0368
O 0.12397 0.05663 2.52490 -2.020 -2.130 1.868 0.2706
N -0.92163 0.94103 4.29880 0.103 -1.280 0.030 0.0147
C -1.23613 1.20103 5.70460 -0.060 0.558 0.786 0.0036
C -1.70503 1.72063 3.33000 -0.082 -0.504 -0.699 0.0052
H 0.82187 -3.23137 4.27510 0.230 0.629 0.095 0.0004
H 2.19977 -2.30427 4.98430 -0.571 -0.052 -0.289 0.0002
H 1.84077 -2.21077 3.29820 0.033 0.414 -0.684 0.0000
H 0.29157 -0.58727 6.64460 -0.588 -0.432 -0.267 0.0001
H -1.14223 -1.55237 5.93430 0.549 0.457 0.263 0.0001
H 0.34167 -2.32227 6.43070 0.106 0.601 -0.895 0.0004
H -1.93513 2.05413 5.82700 0.619 -0.310 -0.610 0.0004
H -1.79043 0.38243 6.18320 0.601 0.219 -0.055 0.0003
H -0.31863 1.50273 6.25100 -0.543 -0.431 -0.014 0.0002
H -1.05813 2.37513 2.72420 -0.199 -0.132 0.095 0.0019
H -2.24703 1.02863 2.65060 0.273 0.469 0.191 0.0035
H -2.47203 2.37083 3.79940 0.740 -0.630 0.103 0.0003

---

# 5
18
Properties=species:S:1:pos:R:3:forces:R:3:lowdin_charge:R:1 method="wB97M-V/def2-TZVPD" total_charge=+1 smiles="C[N@+]1(S(=O)(=O)Cl)C[C@@H]1CCl" lumo_energy_ev=-6.56 spin_multiplicity=1 max_force_ha_per_bohr=0.098 de_lowest_kj_mol=409.9 homo_ha=-0.5526
C 0.40789 -1.06185 -0.97663 0.509 -0.205 -1.433 -0.0555
N 0.03717 -0.73150 0.37855 0.576 -1.392 0.416 -0.3475
S 0.54989 -2.08060 1.51265 4.331 -1.180 -2.034 0.6875
O 0.25215 -1.59590 2.79878 -0.199 0.193 0.950 -0.3180
O 2.54381 -2.47711 0.95069 -4.816 0.919 1.138 -0.2983
Cl -0.79095 -3.47257 0.94486 0.496 0.408 0.100 0.5081
C -1.17272 -0.03826 0.76845 -0.938 0.714 0.365 -0.0018
C 0.14367 0.60744 0.96797 0.089 0.917 0.495 -0.2735
C 0.64891 1.74133 0.12385 0.629 -0.166 -0.289 -0.4706
Cl 2.40253 1.46603 -0.21140 -0.568 0.158 0.121 0.6383
H -0.10542 -1.97128 -1.28511 -0.078 0.074 0.050 0.0914
H 0.15028 -0.26138 -1.66986 -0.073 0.016 0.209 0.1178
H 1.48677 -1.22234 -1.00516 -0.109 0.011 0.030 0.0859
H -1.69303 -0.43644 1.63088 0.098 -0.074 0.051 0.1357
H -1.82254 0.29047 -0.03405 0.183 -0.132 -0.158 0.1567
H 0.55796 0.59231 1.97239 -0.113 -0.105 -0.049 0.1547
H 0.56014 2.67774 0.67649 -0.058 -0.165 -0.024 0.1018
H 0.12694 1.83482 -0.82722 0.041 0.009 0.063 0.0873

---

# 6
62
Properties=species:S:1:pos:R:3:forces:R:3:lowdin_charge:R:1 method="wB97M-V/def2-TZVPD" total_charge=+2 lumo_energy_ev="-9.53 / -9.55" spin_multiplicity=1 max_force_ha_per_bohr=0.064 de_lowest_kj_mol=230.8 homo_ha="-0.4805 / -0.4792"
Ru 1.01092 -0.79040 -1.84284 -1.332 1.481 1.004 1.0435
C 3.43037 -2.21744 -0.95621 -0.202 -0.128 0.046 -0.0100
C 3.44960 -0.84866 -0.34933 0.295 -0.007 0.024 -0.2882
C 4.40837 -0.42870 0.57901 0.058 0.151 -0.012 0.0204
C 4.38837 0.86226 1.04886 -0.039 -0.127 -0.364 0.0338
C 3.47154 1.78634 0.50214 -0.379 -0.161 -0.508 -0.1522
C 3.43158 3.16484 0.80456 -0.159 0.056 -0.169 0.0139
C 2.55188 3.99963 0.14709 0.380 0.049 0.327 -0.0475
C 1.68748 3.51816 -0.84095 -0.129 -0.637 -0.129 -0.0616
C 1.66441 2.16261 -1.12472 0.489 0.011 0.321 -0.5785
S 0.72209 1.45934 -2.40497 -0.316 -2.172 0.405 0.7915
C 2.54188 1.28623 -0.44161 0.229 1.161 0.312 -0.2671
N 2.50350 -0.02271 -0.77577 -0.005 -0.240 0.158 -0.0993
H 4.44453 -2.59897 -1.07532 -0.066 -0.001 -0.105 0.1059
H 2.95502 -2.18217 -1.96437 0.299 -0.176 0.375 0.0731
H 2.88934 -2.92516 -0.32300 0.005 -0.018 -0.035 0.0943
H 5.14541 -1.13398 0.92649 0.080 -0.081 0.047 0.1341
H 5.08769 1.18574 1.80365 0.104 0.024 0.085 0.1423
H 4.11989 3.55545 1.54055 0.013 0.065 0.042 0.1330
H 2.54845 5.05679 0.37195 0.033 0.027 0.016 0.1215
H 1.05136 4.19480 -1.39349 -0.049 0.049 -0.002 0.1196
N -2.66812 4.04973 4.63339 -0.126 0.179 0.157 0.1633
C -1.75447 3.13384 4.28181 0.120 -0.285 -0.198 -0.2874
C -1.78172 1.84054 4.85294 0.241 -0.089 -0.118 0.0095
C -0.89901 0.88004 4.41959 -0.331 -0.009 0.195 -0.0475
C 0.03360 1.19155 3.43926 0.764 -1.189 -0.623 -0.2861
C 0.11263 2.46506 2.89017 -0.148 0.407 0.016 -0.0440
C -0.77053 3.43213 3.31049 0.150 -0.191 -0.007 0.0034
S 1.13750 -0.08623 2.89516 -0.310 1.230 1.196 0.6530
O 2.47997 0.39763 2.84043 -0.316 -0.112 -0.149 -0.2357
O 0.85378 -1.30323 3.60576 0.097 0.005 0.355 -0.3880
N 0.67521 -0.33750 1.30203 -0.373 -0.088 -0.241 0.0348
C -0.02720 -1.38060 1.02840 0.468 0.555 1.836 -0.6104
S -0.81591 -2.44855 2.22753 -0.497 -0.814 -0.627 1.2046
C -1.52453 -3.30653 0.93104 0.406 0.813 1.042 -0.2594
C -1.11348 -2.82240 -0.28431 0.193 0.520 -0.850 -0.1659
N -0.27751 -1.76663 -0.23360 1.050 0.081 -3.116 -0.0120
H -3.34988 3.84063 5.34469 0.056 0.127 -0.074 0.1230
H -2.64905 4.98072 4.24970 -0.030 -0.100 0.100 0.1223
H -2.48810 1.61698 5.63805 -0.083 -0.034 0.042 0.1240
H -0.89069 -0.11403 4.83873 -0.143 -0.059 0.141 0.1177
H 0.87450 2.67667 2.15634 0.071 0.167 -0.130 0.1013
H -0.71850 4.43600 2.91934 0.036 0.097 -0.126 0.1192
H -2.18701 -4.13498 1.09617 -0.146 -0.189 0.020 0.0985
H -1.42627 -3.22456 -1.23280 0.101 -0.017 -0.108 0.1165
C -0.71823 -3.20397 -5.05929 0.314 0.032 -0.010 0.0302
C -0.89629 -2.30863 -3.88337 -0.256 0.054 0.076 -0.3386
O 0.10646 -1.85325 -3.31218 -0.219 -0.498 -0.650 -0.1452
C -2.23847 -1.93066 -3.43306 -0.231 0.323 0.210 -0.1898
C -2.39378 -0.67759 -2.82319 0.289 -0.072 -0.183 -0.0368
C -3.64979 -0.21825 -2.48635 -0.075 0.030 0.055 -0.0451
C -4.76366 -1.01842 -2.70941 0.142 -0.034 0.001 -0.0353
C -4.61363 -2.28249 -3.26293 -0.101 -0.019 -0.012 -0.0436
C -3.36412 -2.73670 -3.63899 0.294 0.101 -0.053 -0.0104
H 0.31675 -3.17342 -5.39387 -0.037 -0.027 0.033 0.1021
H -1.37883 -2.90765 -5.86906 -0.102 0.036 -0.041 0.1113
H -0.96592 -4.23072 -4.79557 -0.081 -0.133 0.073 0.1078
H -1.51262 -0.05592 -2.67869 -0.324 -0.031 -0.011 0.0410
H -3.77049 0.77134 -2.07365 -0.001 0.082 0.065 0.1157
H -5.74757 -0.65227 -2.45950 -0.089 0.013 0.025 0.1192
H -5.47967 -2.90345 -3.43052 -0.073 -0.070 0.010 0.1190
H -3.25904 -3.71823 -4.07238 -0.008 -0.119 -0.160 0.1211